14
Properties=species:S:1:pos:R:3:forces:R:3 method="wB97M-V/def2-TZVPD" charge=+1 homo_lumo_gap_ha=0.40190 energy_ev=-6793.522 lumo_ev=-4.63
C 1.146 0.008 0.017 -1.0 1.0 0.2
C -2.878 0.103 -0.049 -0.6 0.5 0.0
C -1.941 -0.757 0.045 2.8 1.1 0.1
C 0.634 1.400 0.009 0.3 0.6 0.0
C 2.297 -0.846 -0.007 0.6 -0.7 -0.1
N -0.099 0.136 0.095 -2.3 -1.9 -0.2
H -3.901 -0.267 -0.088 0.0 -0.2 0.0
H -2.766 1.175 -0.090 0.2 0.1 0.0
H -1.637 -1.775 0.110 0.1 -0.3 0.0
H 0.695 2.005 0.905 0.0 -0.1 0.1
H 0.597 1.950 -0.922 0.0 -0.1 -0.1
H 2.903 -0.645 0.880 0.0 0.0 0.0
H 2.920 -0.587 -0.866 -0.1 0.0 0.0
H 2.030 -1.901 -0.039 0.0 0.0 0.0